C42H52Cl2CrN4O4 as an isolated structure at a distorted geometry. Source: the Open Molecules 2025 dataset; level of theory: ωB97M-V/def2-TZVPD.

```
105
Properties=species:S:1:pos:R:3
Cr -1.431 -0.348 -0.165
O -4.770 -2.867 3.114
C -3.654 -3.596 3.290
C -3.660 -4.580 4.295
C -2.540 -5.363 4.510
C -1.383 -5.194 3.732
C -1.348 -4.231 2.740
C -2.457 -3.391 2.527
C -2.372 -2.316 1.537
O -1.254 -1.970 1.015
N -3.578 -1.760 1.253
N -3.410 -0.802 0.339
C -4.321 -0.032 -0.203
C -3.869 0.938 -1.188
C -4.741 1.740 -1.952
C -4.169 2.617 -2.858
C -2.757 2.678 -3.017
C -1.957 1.835 -2.264
N -2.518 1.013 -1.369
H -4.631 -2.272 2.272
H -4.584 -4.699 4.841
H -2.554 -6.119 5.281
H -0.518 -5.824 3.929
H -0.473 -4.048 2.128
H -5.371 -0.073 0.071
H -5.801 1.650 -1.807
H -4.802 3.257 -3.443
H -2.318 3.328 -3.754
H -0.883 1.778 -2.356
C 5.487 -0.827 -1.053
C 4.801 -0.663 -2.439
C 5.107 0.754 -3.017
C 5.387 -1.722 -3.417
C 3.300 -0.814 -2.244
C 2.646 -0.037 -1.292
C 1.263 -0.164 -1.128
N 0.432 0.428 -0.204
C 0.658 1.421 0.719
C 1.739 2.300 0.828
C 1.759 3.235 1.872
C 0.721 3.278 2.805
C -0.403 2.475 2.695
C -0.475 1.571 1.615
O -1.536 0.848 1.429
C -1.589 2.491 3.641
C -1.790 1.099 4.293
C -1.367 3.535 4.762
C -2.895 2.905 2.889
C 2.913 4.237 1.946
C 2.893 5.079 0.625
C 2.786 5.201 3.150
C 4.252 3.463 2.045
C 0.540 -1.152 -1.934
O -0.732 -1.299 -1.746
C 1.228 -1.925 -2.887
C 2.581 -1.710 -3.042
C 0.406 -2.979 -3.612
C 1.267 -3.735 -4.668
C -0.771 -2.337 -4.407
C -0.077 -4.043 -2.592
H 6.567 -0.770 -1.167
H 5.234 -1.793 -0.599
H 5.208 -0.033 -0.370
H 6.176 0.868 -3.170
H 4.769 1.532 -2.338
H 4.608 0.900 -3.972
H 6.470 -1.647 -3.456
H 5.006 -1.595 -4.423
H 5.140 -2.729 -3.081
H 3.196 0.660 -0.679
H 2.521 2.307 0.082
H 0.813 3.957 3.635
H -0.896 0.793 4.830
H -2.006 0.354 3.531
H -2.625 1.128 4.991
H -0.487 3.305 5.345
H -2.229 3.527 5.427
H -1.294 4.549 4.366
H -3.177 2.168 2.128
H -2.779 3.882 2.419
H -3.723 2.981 3.595
H 1.931 5.566 0.495
H 3.072 4.462 -0.260
H 3.676 5.844 0.664
H 1.889 5.805 3.089
H 3.644 5.869 3.165
H 2.791 4.659 4.100
H 4.428 2.871 1.151
H 4.266 2.816 2.918
H 5.086 4.168 2.133
H 3.093 -2.263 -3.807
H 1.627 -3.081 -5.461
H 0.665 -4.507 -5.132
H 2.116 -4.232 -4.208
H -0.383 -1.684 -5.182
H -1.448 -1.774 -3.776
H -1.325 -3.129 -4.910
H 0.774 -4.601 -2.227
H -0.760 -4.739 -3.094
H -0.608 -3.597 -1.754
Cl -6.104 -2.313 -1.995
C -4.686 -3.089 -2.755
Cl -3.213 -2.846 -1.817
H -4.538 -2.655 -3.740
H -4.890 -4.154 -2.821
```

For the highest occupied orbital energy (spin up / spin down), the calculation gives -6.7 / -7.1 eV. The energy relative to the best compared isomer or geometry (same formula, charge and spin) comes out at 0.00 kJ/mol. As for the net charge: 0. The value obtained for the HOMO-LUMO gap (spin up / spin down) is 5.71 / 5.35 eV. As for the spin multiplicity: 5. As for the expectation value of S²: 6.052.

Löwdin atomic charge list, values in e, 4 entries: number 1, Cr, carries 0.939; number 2, O, carries 0.022; number 3, C, carries -0.254; number 4, C, carries -0.015